{"formula": "C4H9N2O", "method": "ωB97M-V with the def2-TZVPD basis set", "elements": ["C", "C", "C", "N", "C", "N", "O", "H", "H", "H", "H", "H", "H", "H", "H", "H"], "xyz": [[-0.332, -1.535, -0.105], [-0.814, -0.143, -0.090], [-2.229, 0.251, -0.006], [0.097, 0.815, 0.067], [1.440, 1.025, 0.135], [2.574, 0.313, 0.063], [2.833, -0.907, 0.126], [0.714, -1.550, 0.192], [-0.338, -1.886, -1.139], [-0.953, -2.186, 0.608], [-2.653, -0.102, 0.832], [-2.765, -0.171, -0.835], [-2.258, 1.444, 0.079], [-0.400, 1.669, 0.097], [1.621, 2.158, 0.101], [3.464, 0.806, -0.126]], "atomic_forces_ev_per_a": [[-0.5735, -0.6354, 0.7462], [2.2243, -0.3211, 1.3995], [1.9874, 4.1684, -2.5134], [-2.7914, -1.9808, -0.3615], [3.6255, 2.6910, -0.5713], [-0.5603, -0.4286, -0.1665], [-1.2321, -0.0757, 0.0359], [0.0617, -0.2090, 0.1167], [-0.3762, -0.4033, 0.0277], [0.7630, 0.8180, -1.3599], [-1.4362, -1.4890, 3.2337], [-0.4351, 0.1708, -0.5940], [-0.5062, -2.6111, -0.5660], [-0.0621, 1.4620, 0.1370], [0.1129, -2.0800, 0.0543], [-0.8017, 0.9239, 0.3816]], "mulliken_charge": [-1.08, 0.97, -1.10, -0.14, 0.01, 0.17, -0.51, 0.34, 0.32, 0.32, 0.36, 0.34, 0.27, 0.16, 0.27, 0.28], "smiles": "CC(C)=[NH+]/C=[NH+]\\[O-]", "orbital_gap_ha": [0.29476, 0.29486], "total_charge": 1, "e_homo_ev": [-13.465, -13.468], "e_tot_ev": -9311.2177}